(1)
DFT (ωB97M-V with the def2-TZVPD basis set) results for a molecular structure, C3H6BrO3S.

The value obtained for the energy above the lowest of the compared OMol25 structures with the same formula, charge and spin is 3.030 eV. The value obtained for the HOMO-LUMO gap (spin up / spin down) is 0.282 / 0.278 hartree. As for the largest force on an atom: 4.84 eV/A. Its net charge is -1.

Last column: Löwdin charge in e.
Atoms and positions in Å:
C: -2.00790 -0.38134 0.23614  0.042
C: 0.55489 1.49375 -0.44097  -0.202
C: 0.30947 0.23769 0.26144  -0.773
O: 2.52080 -0.65729 -0.33944  -0.412
O: 0.49768 -1.65065 -1.45457  -0.366
O: 0.98278 -2.33088 0.81647  -0.402
S: 1.16350 -1.32315 -0.22527  0.347
Br: 0.32977 0.32680 2.18020  0.664
H: -2.17369 -0.57278 -0.80309  -0.001
H: -2.53631 0.41464 0.68709  -0.017
H: -1.56858 -1.09290 0.80444  -0.082
H: 1.52697 1.77844 -0.13920  0.052
H: -0.11871 2.36460 -0.12772  0.102
H: 0.51933 1.39308 -1.45552  0.046

(2)
DFT (ωB97M-V with the def2-TZVPD basis set) results for 11 unconnected molecules or ions with the total composition C26H79N11O11.

The value obtained for the energy above the lowest of the compared OMol25 structures with the same formula, charge and spin is 0.000 eV. The value obtained for the HOMO-LUMO gap is 0.337 hartree. As for the structure (SMILES): COC[C@H](C)N.COC[C@H](C)N.COC[C@H](C)N.COC[C@H](C)N.COC[C@H](C)N.NC(N)=O.NC(N)=O.NC(N)=O.CO.CO.CO. As for the largest force on an atom: 3.05 eV/A. Its net charge is 0.

Last column: Löwdin charge in e.
Atoms and positions in Å:
C: 5.17138 4.89171 15.63181  -0.117
O: 3.86992 5.34975 15.27978  -0.165
H: 5.89234 5.15147 14.85796  0.059
H: 5.44170 5.36069 16.57992  0.082
H: 5.21393 3.80853 15.76852  0.083
H: 3.23846 4.88620 15.84860  0.064
C: 0.34978 4.68941 16.65934  -0.162
O: 1.39970 3.75003 16.69824  -0.107
H: 0.06031 5.06965 17.63720  0.091
H: 0.78861 5.56567 16.16021  0.051
H: -0.51233 4.45787 16.03572  0.059
H: 1.45814 3.25455 15.87714  0.082
C: 5.10130 11.83735 13.06463  -0.147
O: 3.70937 12.07228 12.94256  -0.158
H: 5.32564 11.98277 14.12644  0.061
H: 5.30227 10.80431 12.78430  0.056
H: 5.62345 12.62453 12.51725  0.075
H: 3.24481 11.35121 12.50075  0.036
C: 0.56185 10.68411 9.91163  -0.685
O: 1.35437 11.53039 9.50001  0.008
N: -0.06530 9.85469 9.03983  0.138
N: 0.30578 10.40799 11.21927  0.174
H: 0.37950 9.87887 8.13720  0.106
H: -0.49887 9.02852 9.40765  0.082
H: -0.23130 9.56966 11.33865  0.077
H: 0.56893 10.93773 12.03815  0.056
C: 3.02741 8.28921 13.57401  -0.686
O: 2.95324 9.35512 12.94402  0.009
N: 2.04965 7.82431 14.34960  0.169
N: 4.10428 7.47689 13.51425  0.200
H: 2.31054 7.08158 14.97671  0.079
H: 1.27864 8.45993 14.51112  0.067
H: 4.93497 7.75944 13.03037  0.068
H: 3.99812 6.57157 13.97083  0.058
C: 8.47222 6.21524 13.11929  -0.673
O: 7.42201 6.64385 13.60809  0.001
N: 9.18130 5.16671 13.57972  0.157
N: 9.05933 6.84825 12.07336  0.175
H: 8.71113 4.63068 14.29041  0.105
H: 10.05231 4.84236 13.21053  0.098
H: 9.88365 6.41345 11.70642  0.097
H: 8.50504 7.57543 11.63920  0.066
C: 0.39933 13.88155 13.08739  -0.049
C: -0.30665 12.87863 14.02449  -0.416
C: -1.64339 12.34589 13.51104  -0.186
O: -2.44695 11.85120 14.59300  -0.222
C: -3.77764 11.53335 14.19597  -0.112
N: 0.68677 11.82463 14.17255  0.052
H: -0.34310 14.67396 12.93231  0.074
H: 0.62995 13.42674 12.12614  0.078
H: 1.23660 14.40714 13.54100  0.080
H: -0.53101 13.42775 14.94923  0.136
H: -1.47539 11.44083 12.91804  0.103
H: -2.14765 13.07554 12.87339  0.126
H: -3.78452 10.58489 13.65462  0.086
H: -4.40880 12.34938 13.84553  0.089
H: -4.29898 11.24987 15.11694  0.079
H: 1.50695 12.31833 14.51189  0.054
H: 0.58905 11.10430 14.88130  0.031
C: 10.14030 10.02384 9.64847  -0.060
C: 9.09162 9.52039 8.64870  -0.416
C: 7.68550 9.43414 9.16988  -0.202
O: 7.69457 8.86792 10.47278  -0.225
C: 6.40475 8.67092 10.98689  -0.111
N: 9.15047 10.53284 7.53385  0.021
H: 9.76324 10.93880 10.10744  0.089
H: 11.12585 10.15203 9.21032  0.077
H: 10.15417 9.27341 10.44594  0.062
H: 9.29231 8.56095 8.16442  0.137
H: 7.03786 8.93628 8.44175  0.134
H: 7.22120 10.42838 9.22583  0.130
H: 5.91963 7.71253 10.77358  0.102
H: 5.79973 9.55172 10.76250  0.096
H: 6.52639 8.59924 12.07261  0.064
H: 10.09576 10.41865 7.18823  0.059
H: 9.14322 11.39586 8.06810  0.059
C: 2.79529 10.92722 16.60929  -0.051
C: 3.65194 11.13679 17.87038  -0.429
C: 5.11139 10.65583 17.82596  -0.202
O: 5.18062 9.24538 17.83505  -0.160
C: 5.36969 8.65422 16.58268  -0.126
N: 3.56611 12.50254 18.37247  0.033
H: 1.83769 11.43015 16.73083  0.061
H: 2.75154 9.86895 16.35509  0.067
H: 3.33211 11.46889 15.82326  0.076
H: 3.27975 10.48477 18.66772  0.134
H: 5.54810 10.92317 18.79179  0.119
H: 5.78244 11.13298 17.10475  0.124
H: 5.84475 9.27671 15.81882  0.091
H: 4.49344 8.18465 16.12103  0.059
H: 6.05164 7.79532 16.57420  0.077
H: 2.66819 12.70726 18.79117  0.068
H: 3.62277 13.10172 17.55324  0.070
C: -0.74393 9.58536 17.61182  -0.045
C: -0.91514 8.55018 16.54366  -0.398
C: -2.24656 7.81315 16.47732  -0.218
O: -2.24953 6.78591 15.52651  -0.195
C: -3.28046 5.84362 15.66693  -0.100
N: -0.61936 9.16714 15.20183  0.045
H: -1.27696 10.52364 17.43337  0.087
H: 0.30325 9.81672 17.78793  0.068
H: -1.26140 9.22704 18.50752  0.082
H: -0.08035 7.84401 16.59546  0.121
H: -3.04726 8.55076 16.33472  0.134
H: -2.42789 7.47695 17.50792  0.123
H: -2.92287 4.92565 15.19371  0.079
H: -4.14412 6.11814 15.05289  0.091
H: -3.54052 5.64434 16.70728  0.093
H: -1.26565 9.94555 15.06920  0.054
H: -0.93340 8.47202 14.52707  0.069
C: -0.21098 4.96445 13.36133  -0.080
C: 0.86663 4.98589 12.25614  -0.441
C: 0.39449 3.97849 11.22310  -0.195
O: 1.14796 3.78236 10.02103  -0.189
C: 2.54515 3.66608 10.19020  -0.122
N: 0.98556 6.32705 11.74255  0.066
H: -0.32567 3.97828 13.81922  0.075
H: -1.19717 5.18614 12.94039  0.082
H: -0.05543 5.75757 14.09041  0.047
H: 1.81886 4.70442 12.71236  0.133
H: -0.57411 4.32285 10.86062  0.128
H: 0.37427 2.97994 11.66968  0.126
H: 3.01889 3.29191 9.28086  0.082
H: 2.76759 2.91590 10.95512  0.086
H: 3.02416 4.63508 10.34611  0.084
H: 0.08446 6.72325 11.48521  0.073
H: 1.23550 6.95643 12.49962  0.030

(3)
DFT (ωB97M-V with the def2-TZVPD basis set) results for a molecular structure, C35H41FN8O5S2Ti.

The value obtained for the energy above the lowest of the compared OMol25 structures with the same formula, charge and spin is 0.465 eV. The value obtained for the HOMO-LUMO gap (spin up / spin down) is 0.132 / 0.207 hartree. As for the spin multiplicity: 3. As for the largest force on an atom: 1.08 eV/A. Its net charge is 0.

Last column: Löwdin charge in e.
Atoms and positions in Å:
Ti: -0.12581 -1.02203 0.87013  0.990
O: -5.85981 0.83739 0.37122  0.041
C: -4.58826 0.32238 0.41229  -0.318
C: -3.81698 0.21179 -0.72000  0.033
C: -2.50143 -0.33790 -0.59071  -0.189
N: -2.12807 -0.76047 0.66058  0.006
C: -2.84264 -0.57032 1.74261  -0.201
C: -4.12757 -0.04420 1.69903  0.041
C: -2.03532 -0.84348 3.01064  -0.535
O: -2.51507 -0.74454 4.11766  0.075
O: -0.77088 -1.12008 2.74757  -0.156
C: -1.44139 -0.37936 -1.54577  -0.535
O: -1.50336 -0.06819 -2.75506  -0.045
O: -0.28251 -0.79087 -1.01929  -0.198
H: -6.07396 1.03720 -0.54584  0.096
H: -4.17783 0.54110 -1.68667  0.104
H: -4.72305 0.10212 2.58438  0.115
N: 2.77578 0.60392 3.32960  0.200
C: 3.73280 -0.33326 2.95089  -0.168
C: 4.98426 -0.66064 3.46208  -0.016
C: 5.68803 -1.63587 2.78156  -0.082
C: 5.16383 -2.27079 1.64118  -0.073
C: 3.91837 -1.94540 1.14483  -0.014
C: 3.20424 -0.95640 1.81857  -0.198
N: 1.96241 -0.40621 1.51913  0.108
C: 1.75958 0.50870 2.43799  -0.251
C: 0.60975 1.42876 2.38721  -0.315
C: 0.25893 2.42960 3.24006  -0.317
S: -1.13784 3.19858 2.63689  1.088
C: -1.16113 2.14267 1.29960  -0.435
N: -0.19686 1.26966 1.29132  0.008
H: 2.79401 1.19627 4.14006  0.166
H: 5.38803 -0.18172 4.34293  0.109
H: 6.66398 -1.93024 3.14217  0.102
H: 5.73478 -3.05669 1.16495  0.106
H: 3.48173 -2.47468 0.30612  0.090
H: 0.71799 2.72577 4.16632  0.077
H: -1.92238 2.17861 0.53378  0.082
C: -2.69898 2.38450 -5.85814  -0.080
C: -3.27130 2.49781 -4.45075  -0.243
N: -2.24616 2.46546 -3.42331  0.004
C: -1.49857 3.49806 -3.03603  -0.808
S: -0.25943 3.32456 -1.88538  0.645
N: -1.77104 4.69940 -3.59467  -0.016
C: -1.25298 5.96267 -3.09879  -0.290
C: -2.03465 6.48608 -1.90550  -0.094
H: -3.48757 2.42030 -6.61055  0.072
H: -2.16802 1.43910 -5.96528  0.075
H: -1.99493 3.19290 -6.06101  0.067
H: -3.92948 1.65167 -4.24569  0.115
H: -3.90642 3.38513 -4.35052  0.107
H: -1.97220 1.49534 -3.15943  0.070
H: -2.58672 4.76237 -4.18305  0.113
H: -1.29781 6.66874 -3.93216  0.112
H: -0.20623 5.81782 -2.84106  0.069
H: -3.07150 6.69309 -2.17353  0.070
H: -1.59476 7.41150 -1.53337  0.071
H: -2.02083 5.75167 -1.10029  0.056
C: 2.89155 0.61644 -4.45957  -0.051
C: 1.62600 0.89524 -3.60491  -0.155
N: 1.83446 0.39232 -2.26954  -0.146
C: 2.10821 -1.03053 -2.30244  -0.149
C: 3.47388 -1.27759 -2.97974  -0.049
N: 3.93506 0.05061 -3.52590  -0.098
C: 4.20130 1.01115 -2.39703  -0.053
C: 2.87832 1.12007 -1.59492  -0.130
H: 3.32877 1.50947 -4.90628  0.126
H: 2.74512 -0.13616 -5.23477  0.128
H: 0.74868 0.40244 -4.02483  0.123
H: 1.41227 1.96242 -3.54760  0.071
H: 1.29566 -1.51743 -2.83746  0.130
H: 2.10573 -1.43787 -1.29589  0.090
H: 3.42594 -1.95763 -3.83044  0.130
H: 4.24783 -1.62314 -2.29381  0.127
H: 4.79734 -0.09226 -4.04420  0.179
H: 4.51466 1.94749 -2.85913  0.128
H: 5.02966 0.59464 -1.82412  0.128
H: 2.57446 2.16332 -1.50317  0.108
H: 3.00780 0.70594 -0.59405  0.112
F: 4.62950 -5.74460 -0.02687  0.014
C: 3.40993 -5.15301 0.13874  -0.322
C: 2.91632 -4.96136 1.41357  -0.043
C: 1.69150 -4.33484 1.57239  -0.051
C: 0.90847 -3.91192 0.48045  -0.324
C: -0.37213 -3.22803 0.65306  -0.180
C: 1.45539 -4.15452 -0.79397  -0.070
C: 2.69336 -4.75787 -0.97332  -0.045
H: 3.49556 -5.28568 2.26845  0.118
H: 1.30735 -4.17402 2.57357  0.119
H: -0.87805 -3.55345 1.56452  0.057
H: -1.01995 -3.36261 -0.21573  0.058
H: 0.87195 -3.87373 -1.66437  0.110
H: 3.08682 -4.95927 -1.96225  0.109